1.
C35H28FN7O3S2SeSn | ωB97M-V/def2-TZVPD

Gap between HOMO and LUMO (Eh): 0.1449
LUMO energy (eV): -1.755
Energy relative to the best compared isomer or geometry (same formula, charge and spin) (eV): 0.0725
HOMO level (eV): -5.70

ORCA input file:
```
! RIJCOSX wB97M-V def2-TZVPD def2/J DEFGRID3
* xyz 0 1
Sn -0.3774 -0.2569 0.5380
Se 2.1666 -2.9374 -7.3487
N 2.5041 -3.5238 -5.6984
C 1.7408 -2.8450 -4.8865
C 1.7298 -3.0287 -3.4397
C 2.5848 -3.9270 -2.8034
C 2.5409 -4.0299 -1.4323
C 1.6353 -3.2285 -0.7392
N 0.8103 -2.3851 -1.3303
C 0.8508 -2.2693 -2.6588
C -0.0481 -1.2722 -3.2861
N -0.8633 -0.5818 -2.4839
C -1.6477 0.3376 -3.0145
C -1.6787 0.6282 -4.3775
C -0.8522 -0.0846 -5.2149
C -0.0193 -1.0599 -4.6697
C 0.8756 -1.8608 -5.4977
N 0.9502 -1.7550 -6.7962
H 3.2701 -4.5161 -3.3983
H 3.1947 -4.7028 -0.8956
H 1.5802 -3.2642 0.3441
H -2.2747 0.8813 -2.3166
H -2.3327 1.4020 -4.7547
H -0.8277 0.0933 -6.2819
S 2.1275 0.2047 0.5118
C 2.3094 1.8170 -0.1684
C 3.6087 2.2713 -0.4224
C 3.8532 3.5180 -0.9696
C 2.7850 4.3515 -1.2800
C 1.4944 3.9234 -1.0214
C 1.2323 2.6715 -0.4569
S -0.4396 2.2455 -0.1102
H 4.4339 1.6117 -0.1838
H 4.8718 3.8345 -1.1579
H 2.9557 5.3229 -1.7289
H 0.6516 4.5620 -1.2604
F -3.9562 5.5762 0.4232
C -3.1738 5.1469 1.4536
C -2.9598 3.8078 1.6202
C -2.1908 3.3548 2.6846
C -1.9690 1.8917 2.8204
O -2.6134 1.1079 2.1355
C -0.9830 1.5319 3.8162
C -0.5398 2.4750 4.6715
N -0.8238 3.8151 4.6013
C -0.3450 4.7047 5.6210
C 1.0490 4.5384 6.1350
C 0.7075 5.7256 5.2843
C -1.6330 4.2774 3.5804
C -1.8705 5.6440 3.3921
C -2.6252 6.0882 2.3222
N -2.7871 7.4993 2.1499
C -3.6925 8.1442 3.0746
C -3.3471 9.6172 3.1715
N -3.4328 10.2134 1.7901
C -2.5298 9.4911 0.8212
C -2.9207 8.0261 0.8108
C -0.3359 0.1542 3.9385
O -0.0393 -0.2257 5.0707
O -0.1204 -0.4382 2.8410
H -3.3772 3.0834 0.9344
H 0.1283 2.1693 5.4646
H -1.0989 4.9985 6.3456
H 1.6619 3.7721 5.6829
H 1.2073 4.6778 7.1943
H 1.0854 5.7254 4.2709
H 0.6355 6.6995 5.7507
H -1.4095 6.3726 4.0438
H -3.6002 7.6958 4.0616
H -4.7482 8.0348 2.7636
H -2.3187 9.7510 3.5021
H -4.0260 10.1683 3.8198
H -3.2153 11.2088 1.8127
H -4.3961 10.1209 1.4579
H -1.5114 9.6258 1.1809
H -2.6493 9.9574 -0.1551
H -2.2529 7.4968 0.1334
H -3.9401 7.9232 0.4069
*
```

These are the Mulliken partial charges, in e, on atoms 1 to 2:
1 Sn 0.370
2 Se 0.198


2.
C35H28FeN6OS3 | ωB97M-V/def2-TZVPD

Gap between HOMO and LUMO (spin up / spin down) (Eh): 0.1408 / 0.2072
LUMO energy (spin up / spin down) (eV): 4.373 / 3.501
Energy relative to the best compared isomer or geometry (same formula, charge and spin) (eV): 1.0223
HOMO level (spin up / spin down) (eV): 0.54 / -2.14

ORCA input file:
```
! RIJCOSX wB97M-V def2-TZVPD def2/J DEFGRID3
* xyz -2 5
Fe 0.0771 0.0267 0.0311
C 1.6133 -2.5265 -2.9009
C 1.2739 -1.3678 -2.0082
N 0.2110 -1.3668 -1.2071
N -0.7187 -2.3029 -1.2340
C -1.7611 -1.9196 -0.5073
O -1.7562 -0.7962 0.1193
C -2.9052 -2.8242 -0.4824
C -4.2201 -2.3585 -0.3653
C -5.2697 -3.2529 -0.3630
C -5.0374 -4.6191 -0.4479
C -3.7336 -5.0865 -0.5504
C -2.6787 -4.2033 -0.5797
C 2.0276 -0.1967 -1.9335
C 3.1479 0.0934 -2.7516
C 3.7202 1.3290 -2.7141
C 3.1885 2.2966 -1.8366
C 2.1280 1.9446 -1.0313
N 1.5529 0.7517 -1.0414
H 0.8323 -3.2775 -2.8075
H 2.5686 -2.9546 -2.5905
H 1.6936 -2.2104 -3.9431
H -4.3895 -1.2932 -0.2981
H -6.2881 -2.8940 -0.2954
H -5.8639 -5.3170 -0.4218
H -3.5465 -6.1504 -0.5997
H -1.6589 -4.5487 -0.6577
H 3.5196 -0.6729 -3.4153
H 4.5651 1.5719 -3.3478
H 3.6078 3.2890 -1.7815
H 1.7080 2.6640 -0.3428
C 1.3912 0.7217 6.9339
C 2.2435 0.8422 5.6606
C 3.6005 1.4792 5.9993
C 2.5001 -0.5804 5.1589
C 1.5078 1.7110 4.6442
C 1.1242 3.0104 4.9958
C 0.4365 3.8214 4.0984
C 0.0936 3.3183 2.8654
S -0.7956 4.1023 1.5759
C -0.6498 2.6091 0.6284
N 0.0208 1.6354 1.2538
C 0.4524 2.0072 2.4760
C 1.1971 1.2401 3.3840
C -1.1443 2.4205 -0.6675
C -1.8412 3.4035 -1.3987
C -2.2663 3.1238 -2.6775
C -2.0250 1.8769 -3.2402
C -1.3368 0.9007 -2.5098
C -0.8880 1.1494 -1.2367
H 1.8779 0.0593 7.6508
H 0.4190 0.2998 6.6866
H 1.2394 1.6894 7.4071
H 4.1436 0.8432 6.6983
H 3.4805 2.4630 6.4488
H 4.1963 1.5862 5.0949
H 3.0080 -1.1553 5.9330
H 3.1283 -0.5862 4.2709
H 1.5652 -1.0869 4.9349
H 1.3579 3.4120 5.9746
H 0.1617 4.8317 4.3709
H 1.5271 0.2714 3.0657
H -2.0299 4.3720 -0.9471
H -2.7970 3.8783 -3.2500
H -2.3701 1.6529 -4.2447
H -1.1714 -0.0650 -2.9719
S -0.9176 -1.0282 2.6214
C 0.2070 -2.2863 2.8498
C -0.0892 -3.2442 3.8194
N -0.3393 -3.9800 4.6751
C 1.4270 -2.3441 2.1581
S 1.9098 -1.1073 1.0552
C 2.3439 -3.3557 2.4205
N 3.1262 -4.1798 2.6386
*
```

These are the natural (NBO) partial charges, in e, on atoms 1 to 2:
1 Fe 0.828
2 C -0.659


3.
C35H29AlClF5N3O6S2Te | ωB97M-V/def2-TZVPD

Gap between HOMO and LUMO (Eh): 0.2482
LUMO energy (eV): 1.966
Energy relative to the best compared isomer or geometry (same formula, charge and spin) (eV): 3.9301
HOMO level (eV): -4.79

ORCA input file:
```
! RIJCOSX wB97M-V def2-TZVPD def2/J DEFGRID3
* xyz -1 1
Al -0.8742 0.6042 -0.0566
C 0.2411 8.2035 0.5374
C -0.4458 6.8759 0.7189
C -1.6794 6.7858 1.3506
C -2.3072 5.5581 1.5179
C -1.7000 4.4021 1.0556
C -0.4681 4.4730 0.4194
C 0.1501 5.7025 0.2597
S -2.6046 2.8391 1.2763
O -3.3351 3.0525 2.5538
O -1.6896 1.7753 -1.2170
N -1.3324 1.7670 1.4658
C -0.6343 1.7568 2.6586
C -0.6684 2.7077 3.6627
C 0.0595 2.5344 4.8554
C 0.8169 1.4215 5.0913
C 0.8885 0.4294 4.0876
C 1.6259 -0.7644 4.2228
C 1.6243 -1.6882 3.2125
C 0.8950 -1.4064 2.0412
N 0.2439 -0.2900 1.8731
C 0.1948 0.6135 2.8758
H -0.3329 9.0094 0.9951
H 0.3678 8.4403 -0.5215
H 1.2346 8.1969 0.9895
H -2.1564 7.6871 1.7212
H -3.2577 5.4831 2.0311
H 0.0235 3.5709 0.0832
H 1.1237 5.7476 -0.2170
H -1.2895 3.5827 3.5632
H -0.0097 3.3078 5.6116
H 1.3621 1.2889 6.0179
H 2.1804 -0.9361 5.1387
H 2.2002 -2.6017 3.2760
H 0.8143 -2.1332 1.2380
F 2.4188 -0.8030 -0.2730
Te 2.5989 1.0435 -0.0940
F 2.9156 1.0151 -1.9493
F 3.1764 2.8071 -0.3116
F 4.3812 0.5689 0.1343
F 2.7368 1.3941 1.7287
O 0.8408 1.4344 -0.1162
N -0.1582 -0.3830 -1.7656
S -0.7368 -1.7329 -2.3564
C 0.3575 -2.1876 -3.7054
C -0.0837 -3.0426 -4.7095
C 0.7967 -3.4326 -5.7044
C 2.1095 -2.9745 -5.6966
C 2.5420 -2.1355 -4.6828
C 1.6683 -1.7409 -3.6763
C -2.2127 -1.4067 -3.3107
C -2.2041 -0.4903 -4.3530
C -3.3859 -0.2115 -5.0124
C -4.5626 -0.8462 -4.6270
C -4.5609 -1.7518 -3.5800
C -3.3777 -2.0333 -2.9077
H 0.0739 0.2929 -2.4908
H -1.1092 -3.3889 -4.7208
H 0.4549 -4.0916 -6.4921
H 2.7916 -3.2744 -6.4817
H 3.5650 -1.7827 -4.6635
H 2.0029 -1.1060 -2.8681
H -1.2901 0.0255 -4.6222
H -3.3989 0.5212 -5.8087
H -5.4900 -0.6061 -5.1300
H -5.4843 -2.2159 -3.2602
H -3.3627 -2.6942 -2.0513
O -1.0912 2.7100 -3.7153
C -1.7979 3.7523 -3.1849
C -1.3301 5.0575 -3.2838
C -2.1134 6.1175 -2.8600
C -3.3870 5.8859 -2.3604
C -3.8409 4.5830 -2.2494
C -3.0419 3.5057 -2.6175
C -3.6191 2.1462 -2.3913
O -4.7442 1.8554 -2.7201
O -2.8709 1.2199 -1.7870
H -0.1575 2.9445 -3.7280
H -0.3454 5.2345 -3.7026
H -1.7276 7.1266 -2.9287
H -4.0097 6.7094 -2.0379
H -4.8178 4.3679 -1.8362
Cl -2.1397 -1.2283 0.2646
*
```

These are the Mulliken partial charges, in e, on atoms 1 to 2:
1 Al -0.897
2 C -1.536